DFT (ωB97M-V/def2-TZVPD) results for a cluster of 2 separate species, C5H14P2 in total at a distorted geometry.

Geometry (Å):
H (0.10251, -2.47359, -1.44502)
P (-2.06680, -1.31999, 0.40873)
H (1.86832, -0.64466, 2.79883)
C (2.20756, 1.78523, 0.93890)
H (2.76040, 2.29059, 0.11642)
H (-1.93679, -0.37857, 1.51998)
C (1.24616, -0.01976, 2.19058)
H (-1.12448, -2.26934, 0.53868)
H (0.44772, -1.16941, -2.63111)
H (2.09383, 2.43576, 1.69718)
H (-1.58899, 1.21212, -2.49690)
P (-0.62620, -0.28001, -0.68952)
H (-1.01039, -1.91911, -2.53443)
H (1.99999, -0.23404, 0.13945)
C (-1.92674, 0.76410, -1.58599)
C (-0.22373, -1.57842, -1.91487)
H (-2.89946, 0.35498, -1.55454)
H (0.36385, -0.51043, 1.91333)
C (1.94846, 0.50086, 0.98887)
H (-2.20015, 1.57056, -0.91535)
H (0.97336, 0.82697, 2.88093)

Results
- 2S+1 = 1
- structure (SMILES) = CP(C)#[PH2].C=CC
- HOMO energy (eV) = -8.09
- HOMO-LUMO gap (Ha) = 0.331
- E_LUMO (eV) = 0.9061
- E_tot (eV) = -23986.8762